1.
DFT (ωB97M-V/def2-TZVPD) results for a structure of composition C22H39Br16F3O5.

```
85
C22H39Br16F3O5 | OMol25 | ωB97M-V/def2-TZVPD
O 3.92724 0.52482 -4.23646
C 3.59447 -0.19945 -3.35300
O 4.53605 -0.88000 -2.58495
C 5.28417 -0.01754 -1.74964
O 6.26366 0.74113 -2.45789
C 6.28108 2.05090 -2.11661
F 6.24433 2.28836 -0.76495
F 7.47013 2.55563 -2.59749
F 5.32608 2.72179 -2.78856
O 2.24585 -0.42143 -3.13078
C 1.78181 0.17914 -1.92040
C 2.14126 1.75963 -1.97877
C 0.84245 2.75497 -1.95438
O 1.80952 2.42509 -3.16589
H 5.82678 -0.67403 -1.04502
H 4.57750 0.59111 -1.15921
H 0.68459 0.23578 -1.86192
H 2.26468 -0.20485 -1.00425
H 3.04201 2.10008 -1.40825
H 1.39401 3.29845 -1.09444
H 0.68563 3.70690 -2.49301
Br 11.19599 -1.31865 -1.42027
C 11.44316 0.61141 -1.47410
C 10.78840 1.28321 -0.29607
Br 8.85780 1.38939 -0.52155
H 11.05517 0.95392 -2.42920
H 12.52134 0.76086 -1.44850
H 11.12075 2.31656 -0.21171
H 10.97056 0.77011 0.64387
Br 0.68421 -1.29140 -4.49455
C -0.78300 -0.04695 -4.72130
C -2.09929 -0.74845 -4.86630
Br -2.30997 -1.49808 -6.65402
H -0.53826 0.57996 -5.57462
H -0.77314 0.55846 -3.81552
H -2.92100 -0.04042 -4.75675
H -2.23806 -1.56677 -4.16534
Br 1.50473 4.61820 0.76684
C -0.35287 4.73228 1.33725
C -0.52895 4.24356 2.74942
Br -0.48059 2.30031 2.83494
H -0.93906 4.16939 0.61590
H -0.60734 5.78830 1.26188
H -1.51045 4.52074 3.13099
H 0.23614 4.60954 3.42829
Br -1.16496 3.46160 6.43106
C -1.84861 1.71232 6.94096
C -0.81057 0.91031 7.67855
Br 0.52390 0.18265 6.46057
H -2.19410 1.22976 6.03070
H -2.70164 1.91723 7.58574
H -1.26574 0.04252 8.15326
H -0.27467 1.48819 8.42594
Br -5.56040 -2.02614 -3.12904
C -4.54398 -3.12644 -1.87421
C -3.90466 -2.26092 -0.81239
Br -2.33909 -1.33513 -1.51138
H -3.82274 -3.68830 -2.44756
H -5.26099 -3.79484 -1.42496
H -3.53285 -2.87239 0.00816
H -4.57298 -1.50024 -0.41754
Br -8.31704 -6.28225 -5.46374
C -6.42560 -6.72025 -5.31750
C -5.93700 -6.57825 -3.89934
Br -5.68026 -4.69577 -3.41525
H -5.89671 -6.07796 -6.01627
H -6.34716 -7.75432 -5.64947
H -4.95604 -7.03909 -3.78644
H -6.62027 -7.00352 -3.16898
Br -2.27767 2.68385 -2.66758
C -3.03448 2.71454 -0.87834
C -4.41487 2.11354 -0.85272
Br -5.74092 3.34106 -1.57723
H -3.01198 3.74797 -0.54209
H -2.34949 2.12205 -0.27020
H -4.73142 1.92642 0.17264
H -4.48782 1.19326 -1.42711
Br -4.56156 -1.86784 7.47477
C -3.16500 -2.78661 8.47266
C -3.47243 -2.82444 9.94710
Br -3.13110 -1.10174 10.78686
H -2.23039 -2.28138 8.24551
H -3.13786 -3.79455 8.06235
H -2.81302 -3.52566 10.45557
H -4.50539 -3.08116 10.16323
```

Computed properties:
- Kohn-Sham gap: 8.088 eV
- Maximum force: 5.49 eV/A
- LUMO level: -0.06 eV
- Molecular weight: 1719.01 g/mol


2.
DFT (ωB97M-V/def2-TZVPD) results for a cluster of 5 separate species, C22H39Cl2INO7PS2 in total.

```
75
C22H39Cl2INO7PS2 | OMol25 | ωB97M-V/def2-TZVPD
C 0.03979 2.39685 1.04523
C -0.25376 0.96921 0.22483
C 0.86878 -0.15185 0.63858
I 0.26616 -1.30147 2.45108
C 1.35349 -1.12929 -0.59589
C 2.84064 -1.78827 -0.22258
O 3.07446 -2.72972 0.72832
N 3.93710 -1.14831 -1.09480
C 3.38538 -0.49907 -2.37998
S 4.03310 -1.69157 -3.68395
C 4.05211 0.92611 -2.87652
Cl 4.54812 0.98133 -4.70066
C 4.26888 2.13220 -2.03292
C 4.89946 3.57215 -2.57325
Cl 3.81198 2.11035 -0.19871
C 1.78383 -0.45200 -2.03619
P 0.48957 -0.84631 -3.38341
O -1.09196 -0.74448 -2.58033
O 0.48865 0.43842 -4.57284
S 0.59080 -2.64210 -4.12667
H 1.14345 2.47309 1.43780
H -0.77988 2.49346 1.87521
H -0.09535 3.29445 0.27175
H -0.26688 1.26487 -0.90971
H -1.34203 0.54238 0.46011
H 1.83564 0.44717 0.98236
H 0.58707 -2.04101 -0.67385
H 4.77668 -1.77842 -1.23904
H 5.34758 -2.03593 -3.33004
H 5.22085 3.55194 -3.69876
H 5.78725 3.85713 -1.84716
H 4.04822 4.37674 -2.37644
H 1.61086 0.71866 -1.87704
H -1.36343 0.21408 -2.47617
H -0.02655 1.20730 -4.14855
C 3.80328 -4.50734 5.75881
C 2.94171 -3.83559 4.72323
C 2.72501 -4.56301 3.42323
O 2.43434 -2.73468 4.93131
H 3.87144 -3.86718 6.64484
H 3.35777 -5.46179 6.05036
H 4.80941 -4.66260 5.36119
H 2.23145 -5.51986 3.61075
H 3.68307 -4.72063 2.92151
H 2.08361 -3.95937 2.77232
C -4.30951 -1.76970 3.29099
C -3.93337 -0.36627 2.89740
C -5.05235 0.58572 2.56924
O -2.75696 -0.01111 2.84592
H -3.40058 -2.34407 3.49942
H -4.92545 -1.74996 4.19357
H -4.84889 -2.25323 2.47260
H -5.70131 0.71038 3.43966
H -5.62474 0.20719 1.71863
H -4.63216 1.56134 2.30267
C -0.06368 -0.01564 -7.36534
C -0.67813 -0.07178 -8.73841
C -0.37900 -1.28116 -9.58340
O -1.39693 0.83565 -9.15388
H -0.36599 0.91331 -6.87021
H -0.41340 -0.86071 -6.76701
H 1.02623 -0.03088 -7.44507
H -0.74279 -2.18254 -9.08388
H 0.69683 -1.35271 -9.76203
H -0.88881 -1.18490 -10.54791
C -4.17021 3.19384 5.97176
C -5.58979 3.39178 5.51175
C -6.37635 4.50628 6.14840
O -6.08784 2.67059 4.64888
H -3.72564 2.35466 5.42621
H -3.58451 4.09358 5.76716
H -4.15441 2.96418 7.04018
H -5.88893 5.46443 5.95163
H -6.45893 4.33502 7.22465
H -7.38358 4.53066 5.71906
```

Computed properties:
- Kohn-Sham gap: 8.336 eV
- Maximum force: 8.85 eV/A
- LUMO level: -0.22 eV
- Molecular weight: 722.47 g/mol
- SMILES string: CC[C@@H](I)[C@@H]1C(=O)N[C@](S)(/C(Cl)=C(/C)Cl)[C@H]1P(O)(O)=S.CC(C)=O.CC(C)=O.CC(C)=O.CC(C)=O


3.
DFT (ωB97M-V/def2-TZVPD) results for a structure of composition C22H39F2MoN5Sb.

```
70
C22H39F2MoN5Sb | OMol25 | ωB97M-V/def2-TZVPD
Mo -0.35913 0.33088 -0.46061
C -3.46334 -0.01494 -1.59471
N -2.14690 -0.63978 -1.28416
C -1.33775 -0.68187 -2.51849
C -2.28056 -1.91807 -0.58375
C -3.48484 -2.57179 -0.38752
C -3.50589 -3.74858 0.34755
C -2.33764 -4.24200 0.90734
C -1.13191 -3.58403 0.72121
C -1.08205 -2.42302 -0.05103
N 0.05016 -1.62178 -0.28010
C 1.31749 -2.14412 -0.57359
C 1.64072 -3.50494 -0.65251
C 2.93637 -3.90100 -0.93209
C 3.93528 -2.96235 -1.14831
C 3.61713 -1.61564 -1.13851
C 2.31849 -1.21062 -0.87047
N 1.90047 0.19613 -1.03577
C 2.00958 0.51626 -2.49670
C 2.85072 1.08667 -0.31782
H -4.00702 -0.65314 -2.29017
H -3.29584 0.95345 -2.05799
H -4.05086 0.11902 -0.69302
H -1.92693 -0.38862 -3.38529
H -0.83761 -1.63123 -2.67635
H -0.56536 0.15899 -2.50043
H -4.41188 -2.19726 -0.79623
H -4.44041 -4.27282 0.49047
H -2.36707 -5.14630 1.50034
H -0.23795 -3.96807 1.19200
H 0.88225 -4.26151 -0.53405
H 3.16526 -4.95636 -0.99311
H 4.94609 -3.27782 -1.36568
H 4.39109 -0.89735 -1.37720
H 3.05633 0.50773 -2.80324
H 1.59422 1.50050 -2.70607
H 1.49356 -0.24311 -3.07959
H 3.84023 1.04746 -0.77250
H 2.97234 0.76839 0.71659
H 2.51239 2.11851 -0.35418
F -2.84367 2.12065 -0.00387
C -2.02967 1.27769 0.68124
F -1.64021 1.99471 1.81225
H -2.65754 0.45742 1.06040
N 0.88780 -0.36565 4.90534
C -0.34554 -0.07688 4.07777
C -0.27447 -0.53031 2.61873
N 0.36560 0.42466 1.67342
H 0.72308 -0.08743 5.87994
H 1.71766 0.14317 4.59058
H 1.11402 -1.36520 4.91596
H -0.54447 0.99202 4.15311
H -1.16152 -0.60098 4.57212
H -1.30616 -0.68379 2.30511
H 0.20833 -1.50276 2.51346
H 1.36722 0.25542 1.62951
H 0.21951 1.38008 1.99559
C -1.65652 4.51656 -1.22160
Sb -0.01430 3.24401 -0.80085
C 1.37652 4.03567 -2.20916
C 0.73105 4.10232 1.00498
H -1.25923 5.51210 -1.41331
H -2.33907 4.54883 -0.37724
H -2.18588 4.16361 -2.10394
H 1.38391 5.11578 -2.06585
H 1.04389 3.82545 -3.22485
H 2.38892 3.66129 -2.07256
H 0.99612 5.14009 0.80611
H 1.62205 3.58864 1.36667
H -0.04661 4.08696 1.76666
```

Computed properties:
- Kohn-Sham gap (spin up / spin down): 6.850 / 6.424 eV
- Maximum force: 0.55 eV/A
- Multiplicity: 3
- LUMO level (spin up / spin down): -8.88 / -9.63 eV
- Molecular weight: 629.29 g/mol
- Charge: +3